Below is a molecular structure, C27H34ClN4O10S2, with properties calculated with ωB97M-V with the def2-TZVPD basis set.

The geometry in XYZ format:
```
78
Properties=species:S:1:pos:R:3:forces:R:3:mulliken_charge:R:1
H 0.29438 2.25395 1.71366 -0.45 -0.04 -0.99 0.37
H -4.52171 2.46776 1.84833 0.34 -0.96 -0.14 0.36
H 1.71053 1.90187 -0.51391 -0.92 0.02 0.36 0.08
H -5.28138 -8.12329 1.63984 0.06 0.04 0.00 0.37
C -2.10001 -7.43065 2.58187 0.02 -0.09 0.10 -0.42
H 7.24434 -1.76555 0.34889 -0.07 0.04 -0.03 0.37
O 2.68334 5.42012 -1.06404 -0.11 0.07 -0.07 -0.62
H 2.04279 -1.59299 0.73532 -0.75 -0.38 0.04 -0.03
C 6.85487 -0.86700 -0.11375 -0.01 0.24 -0.09 -0.56
C -0.27948 5.72099 -4.97295 0.02 0.01 0.04 -0.38
C 0.39362 0.12993 -0.44212 0.63 -0.20 0.27 -0.04
H -0.92695 -0.80463 1.07691 0.87 0.55 0.35 0.01
C -1.67179 2.49356 0.61081 0.40 0.36 0.82 -0.85
C 7.14711 1.43379 -0.77657 -0.07 -0.23 0.03 -0.50
H 2.66600 5.00923 -3.46311 -0.11 0.02 0.19 0.44
H -3.50192 -8.95438 3.14316 0.05 0.06 -0.02 0.36
Cl -4.97034 -3.10922 -1.03401 0.23 0.35 0.43 -0.33
H 0.55717 -2.61752 0.39859 0.49 0.59 0.64 0.22
C -3.32471 -8.08264 2.52475 0.00 0.17 -0.15 -0.39
H 0.20944 2.06095 -1.45971 0.35 -0.09 0.97 0.22
C -4.10191 -6.49782 0.88083 0.10 -0.17 0.14 -0.43
H 8.64270 0.27057 0.23431 -0.06 0.00 -0.03 0.37
C -2.35858 1.78380 1.83208 -1.44 -0.38 -0.96 -0.16
C -1.00258 6.16920 -3.87298 0.23 -0.07 -0.05 -0.48
H -2.71931 -4.96603 0.31157 0.10 0.00 0.16 0.40
C 0.90526 5.77464 -2.47616 -0.32 -0.04 -0.70 0.13
O 3.05147 -0.68880 -1.63778 0.76 0.08 -0.35 -0.68
H 1.35079 -0.34244 -0.84063 -1.70 0.80 0.58 0.03
N 3.71836 0.32370 -1.75308 -0.33 -0.15 -0.18 1.11
C -1.89021 -6.30810 1.78842 -0.72 -0.36 -0.02 0.05
N 1.52403 5.78082 -1.15102 0.17 -0.07 0.37 1.10
C -4.32428 -7.61510 1.67777 0.06 0.04 -0.02 -0.43
C 1.06684 -2.26669 2.58837 -0.17 -0.14 -0.25 -1.17
H 1.59945 4.95916 -5.68284 -0.01 0.00 0.08 0.37
S -5.07356 -1.14404 -0.27689 -1.19 3.33 0.16 0.97
O -4.36852 -0.29367 -1.28576 -0.80 -2.13 1.99 -0.56
H 0.50245 0.13069 1.84062 -0.56 -0.22 -0.71 0.30
O 0.84251 6.13864 -0.21000 0.05 0.03 -0.13 -0.61
C 1.03963 5.30688 -4.82324 -0.17 0.10 0.14 -0.49
H -2.31561 2.37692 2.77485 0.30 -0.44 -0.74 0.26
N -4.27401 -1.27833 1.20591 -1.05 1.38 -1.45 -0.28
H 1.92606 -1.73638 3.08621 -0.74 -0.61 -0.41 0.36
H -0.74659 5.69276 -5.95094 0.03 0.00 0.06 0.37
H -2.02581 3.56496 0.63238 0.30 -0.95 -0.11 0.35
H -0.40715 -0.22357 -1.14992 0.54 0.60 0.76 0.44
H 0.20884 3.58657 0.53654 -0.08 -0.99 0.20 0.10
H 1.14941 -3.37921 2.72896 0.09 1.12 -0.06 0.25
N -0.60859 -5.60518 1.86435 0.21 0.22 -0.06 0.96
H -1.98343 0.75333 2.03398 0.03 1.00 -0.18 0.03
C 5.08073 0.30349 -1.22245 0.71 0.02 0.37 0.16
C -3.90355 1.61775 1.46681 0.59 -0.14 -0.30 -0.88
H -1.32795 -7.80111 3.24351 0.05 0.19 -0.10 0.42
O 0.24376 -6.05753 2.60958 -0.05 -0.02 -0.04 -0.63
C 5.86202 1.45038 -1.30312 0.02 0.11 -0.03 -0.31
C -0.41126 6.19715 -2.61664 -0.11 0.04 0.05 -0.33
O 3.33140 1.34963 -2.27877 0.12 -0.09 -0.08 -0.57
H 4.96081 -1.75294 -0.57602 -0.12 0.18 -0.07 0.43
H -2.03073 2.08120 -0.36947 0.40 0.05 0.93 0.46
C 0.60965 1.70332 -0.46674 -0.45 -0.55 -0.28 -0.55
C -0.08565 2.50695 0.68738 -0.07 1.04 -0.73 -0.41
C 0.14613 -0.49600 0.99074 0.86 -1.50 -1.32 -0.54
H -0.98228 6.54372 -1.76507 0.19 -0.09 0.05 0.43
H 0.13479 -1.91499 3.10670 0.73 -0.45 -0.42 0.24
O -6.02807 0.28816 2.50108 2.32 -0.31 -1.57 -0.66
H 7.76310 2.32330 -0.82755 -0.07 -0.03 -0.01 0.37
H -4.03543 1.55610 0.35654 0.03 -0.07 0.94 0.42
O -3.85476 -0.11220 3.51425 -0.48 -0.24 -3.40 -0.70
H -4.88189 -6.13829 0.22098 0.09 0.07 0.05 0.30
C 5.56759 -0.85838 -0.63535 -0.02 -0.12 0.04 -0.31
C 1.00573 -1.84454 1.06817 -0.42 1.00 1.05 0.23
H -2.02898 6.49281 -3.99436 0.06 -0.03 0.05 0.37
C 7.64105 0.27825 -0.18081 -0.04 -0.01 -0.02 -0.38
O -0.46563 -4.61117 1.18193 -0.10 -0.34 0.03 -0.52
H 5.48486 2.35401 -1.76452 -0.16 -0.16 0.03 0.48
C -2.88068 -5.83749 0.93395 0.03 0.13 -0.11 -0.06
C 1.63949 5.33411 -3.57107 0.09 -0.05 -0.05 -0.31
S -4.58208 0.05874 2.19806 -1.75 0.13 3.98 1.04
O -6.52510 -0.82600 -0.19558 2.92 -1.25 -0.07 -0.54
```
Positions in Å, forces in eV/Å.

Properties
Total charge: -1
Spin multiplicity: 1
HOMO-LUMO gap in eV: 7.030
Lowest unoccupied orbital energy in eV: 0.96

=====

Below is a molecular structure, C27H34FN7NiO4PS, with properties calculated with ωB97M-V with the def2-TZVPD basis set.

The geometry in XYZ format:
```
76
Properties=species:S:1:pos:R:3:forces:R:3:lowdin_spin:R:1
H 3.32122 -1.80266 -0.67332 0.01 0.00 0.00 0.00
C -3.48324 0.49193 -5.83072 0.00 -0.01 -0.02 0.00
C -2.60502 -2.16482 0.72335 0.00 0.01 0.00 0.00
H 4.39598 0.83377 -2.38568 0.00 0.00 0.00 0.00
H 2.06993 3.02624 0.55623 0.01 0.02 0.00 0.00
H 4.19412 0.57794 0.81539 0.01 0.00 0.00 0.00
H -4.45785 3.04496 -6.55792 0.00 0.00 0.00 0.00
O -0.62040 1.88889 -1.27503 -0.05 0.04 -0.06 0.04
N 0.14053 3.69067 3.03144 -0.01 0.00 0.00 0.00
C -4.19076 4.17386 -3.83626 0.01 0.00 -0.01 0.00
C -1.24810 1.53053 -2.30354 0.02 -0.01 0.05 0.00
H 1.14636 -0.57261 3.29672 0.00 -0.01 0.01 0.00
H -5.44871 0.61887 -4.98666 0.00 -0.01 0.00 0.00
C -1.51125 -1.53488 0.14965 -0.01 -0.02 0.00 0.00
H -5.86246 2.97272 -5.51953 0.00 0.00 -0.01 0.00
F -3.63275 5.70424 -2.14878 0.00 0.00 0.00 0.00
H 3.01126 -0.27099 -2.72272 0.00 0.00 0.01 0.00
C 3.26085 3.38279 -2.74977 0.01 -0.01 -0.01 0.00
H 4.19637 3.32209 -2.19560 0.00 0.00 0.00 0.00
H -0.99101 -1.96886 -0.69596 0.00 0.00 0.01 0.00
H -5.39810 0.78658 -6.73792 0.00 0.00 0.00 0.00
C 3.46884 0.69220 -2.93971 -0.02 -0.01 -0.02 0.00
C 2.77298 -2.12883 0.20992 -0.02 0.01 -0.01 0.01
C 0.62624 3.01010 1.99690 0.02 -0.03 0.04 0.00
N -1.04232 -0.37620 0.60899 -0.03 0.02 -0.01 0.04
H 3.44803 3.45149 -3.82097 0.00 0.00 0.00 0.00
O -0.16564 -1.85916 -3.22053 0.00 -0.03 -0.02 0.01
H -1.73391 -0.91156 -4.58958 0.00 0.00 0.00 0.00
H -3.17219 0.14163 3.13645 0.00 0.00 0.00 0.00
C -1.07781 0.29544 -2.98934 0.00 0.01 0.01 0.00
C -1.02172 1.46208 2.15116 0.00 0.02 0.02 0.00
H -3.54321 -0.59676 -5.82758 0.00 0.00 0.01 0.00
C -0.06827 -0.78251 -2.64547 0.02 0.03 -0.04 0.00
S 2.28183 1.92283 -2.42963 0.01 0.01 0.05 0.00
H 3.40623 0.97940 2.34044 0.01 0.00 0.00 0.00
C -2.73461 -0.36567 2.28995 0.01 0.01 0.00 0.00
H -4.94511 4.86866 -4.18357 0.00 0.00 0.00 0.00
C 1.48270 -1.37859 2.64206 -0.01 0.02 -0.01 0.01
C -3.41555 4.51402 -2.73111 0.01 -0.01 0.01 0.00
H 0.62501 -2.01272 2.41303 0.00 0.00 0.00 0.00
H -2.33538 3.47948 5.04346 0.00 0.00 0.00 0.00
H -2.95323 -3.10498 0.31988 0.00 0.00 0.00 0.00
C 3.67229 0.15718 1.67459 -0.02 0.01 0.00 0.01
N 1.74096 3.45715 1.41274 -0.03 -0.02 -0.04 0.00
C -2.46616 3.67613 -2.22312 -0.02 0.01 0.00 0.00
H 1.92917 -2.72193 -0.14226 0.00 0.00 0.00 0.00
C -2.25858 2.43998 -2.84919 0.01 0.00 -0.01 0.00
C -4.00786 2.96596 -4.46958 -0.02 0.02 0.00 0.00
N -1.49610 3.83067 4.62030 0.00 0.00 0.01 0.00
O 0.84449 -0.49353 -1.78700 -0.05 0.02 0.07 0.04
H 3.42128 -2.73990 0.83937 0.01 0.00 0.00 0.00
C -2.65140 0.94397 -7.02439 0.00 0.00 0.02 0.00
H 2.22974 -1.97316 3.16939 0.00 0.00 0.00 0.00
C -1.86988 0.03477 -4.07969 0.01 0.00 0.00 0.00
C -4.89207 1.06536 -5.81385 0.00 0.01 0.00 0.00
C -3.02025 2.09008 -3.97102 0.01 0.00 0.01 0.00
H -1.07317 4.68079 4.94596 0.00 0.00 0.00 0.00
C -0.95920 3.18209 3.58209 -0.02 0.03 -0.03 0.00
H -4.08455 -2.03365 2.27440 0.00 0.00 0.00 0.00
C -3.22783 -1.56747 1.80652 0.00 -0.01 -0.01 0.00
H 2.67769 4.24227 -2.42540 0.00 0.00 0.00 0.00
C -1.63588 0.19484 1.66194 -0.01 -0.02 -0.01 0.00
O 2.26814 1.84372 -0.90349 -0.02 -0.01 -0.04 0.03
P 2.15480 -0.67035 1.10110 -0.02 0.02 -0.04 0.04
N -1.58760 2.05506 3.17709 0.01 -0.02 0.00 0.00
H -1.88149 3.94310 -1.35484 0.00 -0.01 0.00 0.00
H -3.15842 0.68500 -7.95398 0.00 0.00 0.00 0.00
N -2.79657 0.85651 -4.57167 -0.01 0.00 0.00 0.00
H 4.33311 -0.53206 2.20197 0.00 0.00 0.00 0.00
Ni 0.60063 0.68395 -0.17185 0.13 -0.08 0.10 1.71
H 3.63282 0.79202 -4.01267 0.01 0.01 0.00 0.00
N 0.07490 1.87143 1.51191 0.02 -0.02 -0.03 0.04
H -2.48593 2.02173 -7.00899 0.00 0.00 0.00 0.00
C -4.85525 2.57817 -5.65286 0.02 -0.01 0.01 0.00
H 2.12269 4.32685 1.73961 0.00 0.00 0.00 0.00
H -1.67789 0.45334 -7.01847 0.00 0.00 -0.01 0.00
```
Positions in Å, forces in eV/Å.

Properties
Total charge: +1
Spin multiplicity: 3
HOMO-LUMO gap (spin up / spin down) in eV: 8.014 / 8.118
Lowest unoccupied orbital energy (spin up / spin down) in eV: -2.59 / -2.57

=====

Below is 2 unconnected molecules or ions with the total composition C27H34N2O7, with properties calculated with ωB97M-V with the def2-TZVPD basis set.

The geometry in XYZ format:
```
70
Properties=species:S:1:pos:R:3:forces:R:3:nbo_charge:R:1
C 0.74670 3.92988 -1.26817 -0.02 -0.27 0.08 -0.27
O -2.23972 -0.17584 3.43610 -0.48 0.06 -0.03 -0.53
C 1.31363 0.35471 3.66560 -1.50 0.53 -0.46 0.70
C 0.25298 1.92046 0.06120 0.01 0.77 0.26 -0.20
H -5.99272 0.07396 -3.10199 -0.13 -0.20 0.09 0.18
H -5.27489 -2.46864 -6.11149 0.17 -0.25 0.37 0.20
H 0.77658 8.45812 0.42738 0.43 0.08 0.05 0.17
H -4.03140 -0.84790 -4.99283 0.05 -0.16 0.29 0.18
O 2.27661 -0.59584 3.74106 0.54 -0.02 -0.07 -0.53
C 1.76801 8.14671 0.81415 0.33 -0.04 -0.09 -0.08
H 4.20420 -1.04760 4.12905 -0.02 0.10 -0.01 0.19
C -0.16612 -2.29607 4.11270 -0.05 0.56 -1.27 -0.25
C -3.48401 0.51793 3.60107 0.23 -0.03 -0.08 -0.26
H 0.33925 -1.81852 4.95956 -0.07 -0.06 -0.25 0.18
C -5.81977 -0.93581 -2.68568 0.17 0.12 -0.47 -0.24
H -4.25092 -0.25680 3.58531 0.04 0.10 0.02 0.18
C 1.25935 4.58946 -0.12077 -0.25 -0.06 0.28 0.24
O 2.81876 8.47352 -0.09926 -0.53 -0.40 -0.16 -0.52
H -4.34966 1.04266 -1.88192 0.35 -0.20 0.11 0.23
C 0.07974 -0.17477 3.03008 -0.01 2.16 1.26 -0.09
H 3.66424 0.48334 4.89340 -0.04 -0.11 -0.26 0.20
H -0.43867 -1.88344 -0.88508 -0.20 0.07 -0.07 0.23
C -1.29096 0.08625 -0.62824 -1.06 -0.06 -0.38 -0.11
H 1.97230 6.01400 -2.23682 0.22 0.11 0.13 0.21
H -1.23809 -2.39978 4.29258 0.14 -0.08 0.20 0.19
O -1.24755 1.82693 3.05933 -0.42 -0.37 0.45 -0.66
C 1.73764 6.64823 1.08448 0.52 0.13 -0.07 -0.24
H 0.81568 2.09662 2.13605 0.06 0.11 -0.07 0.29
C -2.26827 -1.67938 -2.00271 -0.16 0.23 0.05 -0.25
C 1.30013 3.88015 1.09975 0.00 0.19 -0.29 -0.25
C -6.81774 -1.91970 -3.28161 -0.04 0.18 -0.28 -0.07
H -5.24300 -3.61205 -4.70406 -0.21 0.27 -0.13 0.17
H 0.29508 -3.25059 3.86437 -0.07 -0.05 0.27 0.18
H 1.72284 4.33374 1.99803 -0.25 -0.18 -0.32 0.23
C -1.27822 -1.23985 -1.14487 0.05 0.38 0.06 -0.14
H 3.52759 8.11353 -1.93668 -0.45 -0.10 -0.07 0.20
O -0.02144 -1.50174 2.87675 -0.04 -2.01 0.55 -0.54
H -3.64502 1.23743 2.78832 0.05 -0.15 0.25 0.19
C -3.41286 -0.87994 -2.24644 0.20 0.03 0.16 0.24
C 2.44404 6.35192 -1.30917 0.59 0.10 0.13 -0.24
C -5.32846 -2.55350 -5.01664 -0.25 -0.16 0.11 -0.07
C 0.81673 2.59230 1.17573 0.13 -0.42 -0.02 -0.10
C 3.61541 -0.14118 3.99346 -0.36 0.08 0.12 -0.26
H 3.45682 5.90254 -1.25625 -0.37 -0.04 0.09 0.18
H -6.70177 -2.89540 -2.76702 -0.13 0.28 -0.33 0.17
H -2.22238 -2.66962 -2.45786 0.01 0.22 0.27 0.22
H -7.84342 -1.53854 -3.17382 0.32 -0.24 0.13 0.20
H -2.44102 1.93219 -0.58358 0.01 -0.31 0.02 0.22
C -1.16226 0.61362 3.19413 1.26 0.16 -0.48 0.71
C -3.47573 0.41518 -1.68986 0.02 -0.23 -0.19 -0.31
N 1.62379 5.92822 -0.18038 -0.39 -0.31 0.03 -0.43
H -3.26984 -2.35682 -4.40801 -0.17 0.15 -0.12 0.21
H 1.72570 8.30486 -1.87148 0.30 0.06 0.21 0.16
C -2.41107 0.90673 -0.95485 0.44 -0.21 0.24 -0.07
C -4.18836 -1.76047 -4.38091 -0.21 0.44 -0.28 -0.24
H -3.49358 1.04062 4.56543 -0.04 -0.03 -0.26 0.19
H 2.02054 8.69486 1.73241 -0.32 -0.18 -0.24 0.20
H 3.98840 0.42059 3.12741 -0.07 -0.05 0.23 0.18
C -0.23214 0.58451 0.18989 0.90 -0.12 -0.66 0.06
H 0.33639 -0.12840 0.78827 -0.14 0.24 -0.15 0.26
H -0.19322 2.17732 -2.05721 0.15 0.11 0.18 0.22
H 0.86350 6.41512 1.70642 0.23 -0.03 -0.15 0.22
H 0.72068 4.46326 -2.22088 -0.07 -0.33 0.31 0.21
C 0.22711 2.65275 -1.17039 -0.22 -0.06 0.16 -0.14
C 2.61489 7.86878 -1.37601 -0.17 0.29 0.20 -0.07
H 2.65274 6.35570 1.63492 -0.24 0.13 -0.11 0.19
O -6.62046 -2.03896 -4.69344 0.43 -0.13 0.49 -0.52
H -5.94085 -0.90329 -1.59603 0.06 0.05 -0.21 0.22
N -4.47409 -1.41138 -2.99241 0.17 -0.21 0.49 -0.45
O 1.45324 1.50202 4.07965 0.56 -0.64 -0.24 -0.67
```
Positions in Å, forces in eV/Å.

Properties
Spin multiplicity: 1
HOMO-LUMO gap in eV: 4.631
Lowest unoccupied orbital energy in eV: -1.66

=====

no.,F_max (eV Å⁻¹),calculated total energy (Eh)
1,4.35,-3276.950596
2,0.18,-4081.293031
3,2.50,-1685.279686